Entry 1:
The following is a DFT calculation (ωB97M-V with the def2-TZVPD basis set) of a cluster of 2 separate species, C2H8NS in total at a distorted geometry.

```
12
Properties=species:S:1:pos:R:3:forces:R:3:mulliken_charge:R:1
S 1.373 0.122 -1.579 -0.8 -0.9 0.0 -0.839
H 2.208 1.118 -1.566 0.8 1.0 0.0 -0.088
C -0.783 1.009 1.467 -1.7 0.9 1.6 -0.656
N -1.514 -0.075 0.777 1.8 1.1 -3.3 -0.501
C -0.683 -1.290 0.860 0.6 -1.0 -0.4 -0.832
H 0.143 1.362 1.042 0.4 -0.2 -0.8 0.240
H -1.484 1.948 1.546 1.2 -1.7 0.2 0.220
H -0.487 0.600 2.484 -0.7 0.8 -0.8 0.276
H -1.412 0.157 -0.296 -0.4 -0.1 2.6 0.286
H 0.452 -1.134 1.077 -2.0 -0.2 -0.7 0.255
H -0.843 -1.925 -0.070 0.6 0.9 1.0 0.293
H -1.146 -1.870 1.644 0.2 -0.5 0.7 0.345
```
Positions in Å, forces in eV/Å.

Its total charge is -1. As for the gap between HOMO and LUMO: 6.956 eV. The value obtained for the total energy is -14529.080 eV. The highest occupied orbital energy is -2.648 eV. The calculation puts the energy above the lowest of the compared OMol25 structures with the same formula, charge and spin at 23.4 kcal per mole. The LUMO energy comes out at 0.158 Ha. The largest force on an atom is 0.07632 hartree/bohr. The spin multiplicity is 1.

---

Entry 2:
The following is a DFT calculation (ωB97M-V with the def2-TZVPD basis set) of the molecule C3H3NO2 at a distorted geometry.

```
9
Properties=species:S:1:pos:R:3:forces:R:3:mulliken_charge:R:1
N -0.469 2.464 -0.161 -1.0 0.7 -0.5 -0.272
C -0.633 1.564 -0.877 1.1 0.3 1.0 0.012
C 0.341 0.405 -0.613 0.5 -0.5 -0.8 0.644
O 1.397 0.337 -1.161 -0.9 -0.2 0.4 -0.446
C -0.230 -0.476 0.483 -0.1 0.1 -0.1 -0.450
O 0.586 -1.557 0.780 -0.1 -0.2 0.0 -0.478
H -1.250 -0.748 0.162 0.2 0.0 0.1 0.312
H -0.339 0.143 1.382 0.1 0.0 -0.2 0.359
H 0.591 -2.137 0.013 0.2 -0.2 0.0 0.320
```
Positions in Å, forces in eV/Å.

The SMILES is N#CC(=O)CO. As for the gap between HOMO and LUMO: 10.774 eV. The value obtained for the total energy is -8742.405 eV. The highest occupied orbital energy is -11.074 eV. The calculation puts the energy above the lowest of the compared OMol25 structures with the same formula, charge and spin at 62.9 kcal per mole. The LUMO energy comes out at -0.011 Ha. The largest force on an atom is 0.02991 hartree/bohr. The spin multiplicity is 1.

---

Entry 3:
The following is a DFT calculation (ωB97M-V with the def2-TZVPD basis set) of a structure of composition C3F10HfO9S3 at a distorted geometry.

```
26
Properties=species:S:1:pos:R:3:forces:R:3:mulliken_charge:R:1
Hf -2.352 1.715 0.872 0.9 -1.7 -0.6 1.459
C 3.924 -1.252 3.640 -0.8 -1.0 0.0 0.648
F 3.013 -2.214 3.498 -0.9 0.5 -0.2 -0.210
F 4.746 -1.774 4.559 0.4 1.5 -0.4 -0.190
F 4.509 -1.106 2.450 0.2 0.5 0.8 -0.189
S 3.062 0.414 4.200 -0.6 0.8 0.9 1.115
O 4.122 1.408 4.289 0.0 -0.5 -0.8 -0.483
O 1.953 0.760 3.294 1.4 -0.9 0.2 -0.497
O 2.537 0.225 5.555 0.2 -0.8 -0.7 -0.477
C 4.532 4.034 -2.149 1.1 0.9 0.4 0.660
F 5.561 3.245 -2.426 -0.8 -1.0 -0.6 -0.209
F 4.465 4.031 -0.795 -0.8 0.4 -1.3 -0.205
F 4.928 5.230 -2.623 -0.9 0.0 0.6 -0.218
S 2.841 3.614 -3.042 -3.3 0.2 0.9 1.090
O 2.353 4.780 -3.858 1.4 -2.1 2.5 -0.488
O 3.139 2.476 -3.874 0.4 -0.1 0.2 -0.474
O 1.845 3.184 -1.912 2.8 1.6 -2.7 -0.490
C -6.819 -3.827 -2.267 0.3 0.2 -0.3 0.644
F -7.361 -5.027 -2.178 0.5 -0.7 1.1 -0.205
F -5.584 -3.919 -2.789 -0.3 0.0 0.6 -0.210
F -7.593 -3.235 -3.166 0.0 1.4 0.1 -0.212
S -6.750 -2.926 -0.535 0.4 1.2 -0.3 1.122
O -5.949 -1.682 -0.604 -0.3 -1.3 -0.7 -0.530
O -8.116 -2.591 -0.252 -1.1 0.0 -0.3 -0.505
O -6.205 -3.869 0.395 0.6 -0.8 -0.1 -0.498
F -0.800 -1.695 -0.281 -0.7 1.5 0.5 -0.448
```
Positions in Å, forces in eV/Å.

As for the gap between HOMO and LUMO: 1.288 eV. The value obtained for the total energy is -82502.270 eV. The highest occupied orbital energy is -9.498 eV. The LUMO energy comes out at -0.302 Ha. The largest force on an atom is 0.08178 hartree/bohr. The spin multiplicity is 1.

---

Entry 4:
The following is a DFT calculation (ωB97M-V with the def2-TZVPD basis set) of a cluster of 2 separate species, CH6OS2 in total at a distorted geometry.

```
10
Properties=species:S:1:pos:R:3:forces:R:3:mulliken_spin:R:1
C -1.649 -0.439 -0.803 0.8 -0.4 0.2 -0.039
S -0.060 0.366 -0.406 -1.2 1.2 0.9 0.529
S 1.370 -1.186 -1.595 0.9 -1.0 -0.9 0.462
H -2.450 -0.036 -0.184 -0.1 0.2 -0.2 0.044
H -1.504 -1.481 -0.505 -0.3 -0.1 -0.2 -0.001
H -1.880 -0.401 -1.869 -0.1 0.1 0.1 -0.007
H 0.621 -2.299 -1.522 0.0 0.0 0.1 0.016
H 1.104 1.749 2.403 -0.5 -0.3 -0.6 0.000
H 2.522 2.043 2.576 0.5 0.0 -0.3 0.001
O 1.928 1.684 1.906 0.1 0.4 0.9 -0.004
```
Positions in Å, forces in eV/Å.

Its total charge is -1. As for the gap between HOMO and LUMO (spin up / spin down): 4.249 / 6.033 eV. The value obtained for the total energy is -24851.943 eV. The highest occupied orbital energy (spin up / spin down) is -0.809 / -2.664 eV. The calculation puts the energy above the lowest of the compared OMol25 structures with the same formula, charge and spin at 0.0 kcal per mole. The LUMO energy (spin up / spin down) comes out at 0.126 / 0.124 Ha. The largest force on an atom is 0.03749 hartree/bohr. The spin multiplicity is 2.

---

Entry 5:
The following is a DFT calculation (ωB97M-V with the def2-TZVPD basis set) of the molecule C4H7NO3 at a distorted geometry.

```
15
Properties=species:S:1:pos:R:3:forces:R:3:mulliken_charge:R:1
N 1.573 -1.367 -0.408 3.6 2.8 3.0 -0.578
C 0.523 -0.384 -0.471 5.2 -2.2 7.1 -0.327
C 0.761 0.760 0.522 1.7 -2.8 -0.2 -0.225
O 1.052 2.036 0.110 -2.3 0.8 -4.1 -0.587
C -0.437 -0.208 0.654 -1.9 -0.8 4.9 0.040
C -1.674 0.235 0.102 0.9 3.4 -3.5 0.485
O -1.415 1.273 -0.645 -4.0 -3.6 2.0 -0.594
O -2.857 -0.523 0.127 3.2 2.0 0.4 -0.443
H 2.395 -1.174 0.393 -3.4 -1.2 -3.1 0.239
H 1.386 -2.286 -0.636 -0.4 -2.1 -0.2 0.185
H 0.399 -0.164 -1.395 -2.2 1.7 -5.7 0.544
H 1.534 0.408 1.289 -1.1 0.8 -1.0 0.293
H 0.658 2.126 -0.941 1.4 -0.3 4.7 0.390
H -0.559 -0.795 1.740 0.9 0.9 -3.4 0.242
H -3.336 0.063 -0.442 -1.6 0.3 -0.9 0.337
```
Positions in Å, forces in eV/Å.

The SMILES is N[C@@H]1[C@@H](O)[C@H]1C(=O)O. As for the gap between HOMO and LUMO: 9.803 eV. The value obtained for the total energy is -11889.767 eV. The highest occupied orbital energy is -9.098 eV. The calculation puts the energy above the lowest of the compared OMol25 structures with the same formula, charge and spin at 127.1 kcal per mole. The LUMO energy comes out at 0.026 Ha. The largest force on an atom is 0.17615 hartree/bohr. The spin multiplicity is 1.

---

Entry 6:
The following is a DFT calculation (ωB97M-V with the def2-TZVPD basis set) of a structure of composition C40H36CrIN6P.

```
85
Properties=species:S:1:pos:R:3:forces:R:3:mulliken_spin:R:1
Cr -0.887 -1.139 0.031 0.3 -0.1 0.1 4.171
C -0.748 -1.819 -3.683 0.0 -0.1 0.0 0.033
N 0.009 -2.147 -2.484 0.0 0.1 -0.1 -0.045
C 0.138 -3.606 -2.376 0.1 0.0 -0.1 0.032
C 1.307 -1.533 -2.395 -0.2 -0.3 -0.3 -0.087
C 2.065 -1.262 -3.530 -0.1 0.2 0.0 0.012
C 3.342 -0.729 -3.438 0.0 0.0 0.1 0.008
C 3.868 -0.477 -2.178 0.0 0.0 0.0 -0.004
C 3.125 -0.762 -1.044 0.0 -0.1 0.0 0.002
C 1.833 -1.307 -1.115 0.1 -0.1 0.4 0.085
N 1.047 -1.565 0.027 0.7 -0.2 0.3 -0.292
C 1.606 -2.224 1.136 -0.1 0.2 -0.3 0.097
C 2.781 -3.001 1.047 -0.1 0.1 0.0 0.006
C 3.348 -3.625 2.143 0.0 0.0 0.0 -0.005
C 2.768 -3.510 3.399 0.0 0.0 0.0 0.012
C 1.578 -2.814 3.500 0.0 0.0 0.0 -0.001
C 0.977 -2.204 2.403 -0.1 0.0 0.1 -0.021
N -0.334 -1.593 2.584 -0.1 0.0 0.0 -0.040
C -0.313 -0.517 3.587 0.1 0.1 -0.1 0.021
C -1.315 -2.582 3.079 0.0 0.2 0.0 0.020
H -0.382 -2.341 -4.580 0.0 0.0 0.0 0.002
H -0.710 -0.752 -3.874 0.0 0.2 0.0 0.006
H -1.788 -2.116 -3.533 0.0 0.0 0.0 -0.006
H 0.649 -4.013 -3.259 0.0 0.0 0.0 0.007
H -0.848 -4.065 -2.296 0.1 0.1 -0.2 0.005
H 0.722 -3.864 -1.495 0.0 0.0 0.0 -0.005
H 1.642 -1.467 -4.508 0.0 0.0 0.1 0.000
H 3.919 -0.527 -4.333 0.0 0.0 0.1 0.001
H 4.861 -0.052 -2.074 0.0 0.0 0.0 0.000
H 3.556 -0.573 -0.068 0.1 -0.1 0.0 0.000
H 3.241 -3.133 0.079 0.0 0.1 -0.1 0.001
H 4.247 -4.216 2.009 0.0 0.0 0.0 0.000
H 3.205 -3.987 4.268 0.0 0.0 -0.1 0.001
H 1.085 -2.752 4.465 0.0 0.0 -0.1 0.001
H -0.301 -0.922 4.607 0.0 0.0 0.0 0.006
H -1.210 0.099 3.484 0.0 0.0 0.0 -0.001
H 0.565 0.107 3.464 0.0 0.1 -0.1 0.001
H -1.090 -2.872 4.112 0.0 0.0 0.0 0.005
H -1.321 -3.472 2.471 0.0 -0.2 -0.2 -0.004
H -2.314 -2.136 3.061 0.1 0.0 0.0 -0.004
I -3.531 -0.667 0.107 0.1 -0.3 0.0 -0.027
C -4.146 1.330 0.183 0.5 0.0 0.0 0.008
C -5.503 1.355 0.282 -0.5 0.3 0.1 -0.001
C -6.212 2.571 0.334 -0.1 -0.3 0.0 -0.001
C -5.514 3.727 0.284 0.1 0.2 0.0 0.003
C -4.100 3.731 0.181 0.1 -0.2 0.0 -0.001
C -3.468 4.992 0.125 -0.2 0.1 0.0 0.001
C -2.126 5.082 -0.011 0.3 -0.1 -0.1 -0.001
C -1.371 3.899 -0.081 0.1 0.2 0.0 -0.006
C -1.903 2.636 -0.007 -0.2 -0.4 0.2 0.031
P -0.566 1.310 -0.050 0.0 0.9 -0.1 -0.064
C 0.514 1.821 1.333 0.0 0.0 -0.1 0.012
C 0.112 2.658 2.368 0.0 0.1 0.1 -0.002
C 0.988 2.959 3.404 0.0 0.0 0.0 0.001
C 2.271 2.430 3.411 0.0 0.0 0.0 0.001
C 2.672 1.579 2.388 -0.1 0.0 0.0 0.003
C 1.794 1.267 1.363 0.0 -0.1 0.0 0.002
C 0.312 1.919 -1.552 -0.2 -0.1 0.0 -0.051
C -0.396 1.772 -2.744 -0.1 0.0 0.0 0.019
C 0.104 2.263 -3.939 0.0 -0.1 0.0 0.011
C 1.332 2.911 -3.957 0.1 0.0 0.1 0.001
C 2.042 3.069 -2.775 0.0 0.0 -0.1 -0.001
C 1.536 2.577 -1.577 0.0 0.0 0.1 0.012
C -3.334 2.512 0.123 -0.3 0.1 0.0 -0.018
H -6.049 0.422 0.324 -0.1 0.1 0.0 0.001
H -7.292 2.568 0.406 0.1 0.0 0.0 0.000
H -6.024 4.684 0.316 0.0 0.0 0.0 0.000
H -4.086 5.882 0.185 0.0 -0.1 0.0 0.000
H -1.631 6.044 -0.064 0.0 -0.1 0.0 0.000
H -0.301 4.004 -0.187 0.1 0.0 0.0 0.000
H -0.889 3.071 2.383 0.0 0.0 0.0 -0.001
H 0.663 3.607 4.209 0.0 0.0 0.0 0.000
H 2.953 2.672 4.216 0.0 0.0 0.0 0.000
H 3.661 1.140 2.398 0.0 0.0 0.0 0.000
H 2.093 0.574 0.585 -0.1 0.2 0.1 0.007
H -1.372 1.297 -2.724 0.0 -0.1 -0.1 -0.007
H -0.457 2.130 -4.857 0.0 0.0 0.1 0.000
H 1.735 3.288 -4.890 0.0 0.0 0.0 0.000
H 2.997 3.580 -2.780 0.0 0.0 0.0 0.000
H 2.104 2.726 -0.668 0.0 0.0 0.0 0.001
N -1.480 -3.047 0.021 -0.3 -0.5 0.1 -0.027
C -1.307 -4.207 -0.001 0.1 -0.2 0.1 0.056
N -1.242 -5.469 -0.006 0.0 -0.3 0.1 0.016
C -0.187 -6.232 -0.268 -0.1 0.3 0.0 -0.003
N 0.681 -6.968 -0.490 -0.2 0.2 0.1 0.007
```
Positions in Å, forces in eV/Å.

As for the gap between HOMO and LUMO (spin up / spin down): 5.967 / 6.210 eV. The value obtained for the total energy is -96815.829 eV. The highest occupied orbital energy (spin up / spin down) is -6.566 / -6.825 eV. The LUMO energy (spin up / spin down) comes out at -0.022 / -0.023 Ha. The largest force on an atom is 0.01684 hartree/bohr. The spin multiplicity is 5.

---

Q: What is the largest force on an atom in the fourth record?
A: 0.03749 hartree/bohr

---

Q: Among the records above, which one has the lowest largest force on an atom?
A: C40H36CrIN6P

---

Copy entry 4 word for word.
The following is a DFT calculation (ωB97M-V with the def2-TZVPD basis set) of a cluster of 2 separate species, CH6OS2 in total at a distorted geometry.

```
10
Properties=species:S:1:pos:R:3:forces:R:3:mulliken_spin:R:1
C -1.649 -0.439 -0.803 0.8 -0.4 0.2 -0.039
S -0.060 0.366 -0.406 -1.2 1.2 0.9 0.529
S 1.370 -1.186 -1.595 0.9 -1.0 -0.9 0.462
H -2.450 -0.036 -0.184 -0.1 0.2 -0.2 0.044
H -1.504 -1.481 -0.505 -0.3 -0.1 -0.2 -0.001
H -1.880 -0.401 -1.869 -0.1 0.1 0.1 -0.007
H 0.621 -2.299 -1.522 0.0 0.0 0.1 0.016
H 1.104 1.749 2.403 -0.5 -0.3 -0.6 0.000
H 2.522 2.043 2.576 0.5 0.0 -0.3 0.001
O 1.928 1.684 1.906 0.1 0.4 0.9 -0.004
```
Positions in Å, forces in eV/Å.

Its total charge is -1. As for the gap between HOMO and LUMO (spin up / spin down): 4.249 / 6.033 eV. The value obtained for the total energy is -24851.943 eV. The highest occupied orbital energy (spin up / spin down) is -0.809 / -2.664 eV. The calculation puts the energy above the lowest of the compared OMol25 structures with the same formula, charge and spin at 0.0 kcal per mole. The LUMO energy (spin up / spin down) comes out at 0.126 / 0.124 Ha. The largest force on an atom is 0.03749 hartree/bohr. The spin multiplicity is 2.